[1]
Computed, not measured: 4 unconnected molecules or ions with the total composition C13H33BN2O8 in a non-equilibrium geometry, with ωB97M-V with the def2-TZVPD basis set.

Summary:
highest occupied orbital energy = -9.237 eV
orbital gap = 9.8 eV
E_LUMO = 0.523 eV
SMILES = COB(O)N(C)C(=O)OCC(=O)N(C)C.CCO.CCO.CCO

```
57
Properties=species:S:1:pos:R:3:lowdin_charge:R:1
C 0.981 1.321 0.126 -0.018
O 2.101 2.047 -0.427 0.063
B 1.854 2.415 -1.714 -0.737
O 2.220 1.532 -2.727 0.164
N 1.277 3.695 -2.094 0.126
C 0.595 3.676 -3.406 -0.026
C 0.514 4.278 -1.080 -0.585
O 0.972 4.623 -0.085 0.213
O -0.791 4.440 -1.381 0.012
C -1.674 4.108 -0.309 -0.038
C -2.692 3.041 -0.751 -0.441
O -3.622 2.858 -0.065 0.158
N -2.440 2.351 -1.966 -0.178
C -2.221 0.911 -1.777 -0.051
C -3.437 2.649 -2.978 -0.069
H 0.071 1.602 -0.399 0.067
H 1.167 0.256 0.041 0.072
H 0.894 1.595 1.161 0.081
H 1.449 1.119 -3.131 0.099
H 0.240 4.667 -3.645 0.096
H 1.301 3.386 -4.167 0.088
H -0.215 2.956 -3.449 0.078
H -1.165 3.696 0.553 0.120
H -2.236 4.993 -0.065 0.139
H -2.120 0.666 -0.730 0.079
H -1.269 0.643 -2.230 0.074
H -2.991 0.301 -2.236 0.086
H -3.166 2.187 -3.918 0.086
H -4.448 2.339 -2.708 0.090
H -3.438 3.720 -3.149 0.092
C 1.195 -3.417 1.851 -0.089
C 1.057 -2.712 0.515 -0.312
O 2.050 -1.702 0.358 -0.091
H 1.110 -2.701 2.669 0.075
H 0.425 -4.182 1.973 0.078
H 2.173 -3.893 1.935 0.055
H 0.086 -2.220 0.438 0.107
H 1.144 -3.429 -0.309 0.102
H 2.913 -2.128 0.413 0.091
C 2.428 -7.968 0.457 -0.091
C 2.779 -6.497 0.330 -0.321
O 3.421 -6.013 1.508 -0.093
H 1.775 -8.130 1.315 0.077
H 1.926 -8.330 -0.441 0.074
H 3.328 -8.567 0.616 0.072
H 1.879 -5.901 0.191 0.097
H 3.437 -6.332 -0.530 0.111
H 4.226 -6.526 1.636 0.083
C -1.871 0.718 4.330 -0.089
C -1.438 2.041 3.727 -0.299
O -1.124 1.897 2.342 -0.101
H -1.084 -0.028 4.214 0.073
H -2.097 0.827 5.392 0.075
H -2.760 0.336 3.823 0.073
H -0.540 2.411 4.219 0.116
H -2.226 2.792 3.838 0.112
H -1.923 1.582 1.899 0.075
```

***

[2]
Computed, not measured: a molecular structure, C44H66Cl2N4OP2PbSeSi in a non-equilibrium geometry, with ωB97M-V with the def2-TZVPD basis set.

Summary:
total charge = +2
highest occupied orbital energy (spin up / spin down) = -11.446 / -11.447 eV
orbital gap (spin up / spin down) = 3.1 / 3.1 eV
ΔE to the lowest compared entry with this formula, charge and spin = 11.41 kcal/mol
E_LUMO (spin up / spin down) = -8.356 / -8.352 eV

```
122
Properties=species:S:1:pos:R:3:lowdin_charge:R:1
Pb -0.921 -0.415 0.038 1.095
C 0.784 -3.157 -3.806 -0.108
C 1.386 -3.923 -2.638 -0.524
C 2.858 -4.238 -2.896 -0.090
P 1.086 -3.088 -0.997 1.115
C 1.157 -4.440 0.284 -0.518
C 1.632 -5.823 -0.163 -0.095
C 1.868 -4.021 1.577 -0.135
C 2.521 -2.001 -0.789 -0.302
C 3.743 -2.359 -0.223 -0.030
C 4.794 -1.461 -0.090 -0.216
C 6.112 -1.889 0.478 -0.014
C 4.602 -0.141 -0.535 0.005
C 3.429 0.239 -1.135 -0.010
C 2.366 -0.683 -1.274 -0.339
N 1.143 -0.265 -1.766 0.065
C 1.157 0.451 -2.910 -0.269
C 2.268 0.342 -3.802 0.019
C 2.319 1.022 -4.987 0.015
C 1.255 1.841 -5.377 -0.191
C 1.273 2.586 -6.670 -0.004
C 0.131 1.908 -4.540 -0.028
C 0.033 1.245 -3.334 -0.239
P -1.522 1.368 -2.364 1.023
C -2.018 3.163 -2.302 -0.529
C -1.285 3.866 -1.163 -0.123
C -1.938 4.049 -3.547 -0.105
C -2.807 0.482 -3.396 -0.536
C -3.716 1.349 -4.261 -0.093
C -2.175 -0.634 -4.218 -0.114
H 0.828 -3.768 -4.709 0.097
H -0.258 -2.914 -3.620 0.030
H 1.328 -2.234 -4.008 0.061
H 0.831 -4.859 -2.539 0.097
H 3.423 -3.320 -3.068 0.078
H 3.330 -4.776 -2.076 0.062
H 2.947 -4.856 -3.791 0.096
H 0.090 -4.526 0.523 0.088
H 2.703 -5.841 -0.366 0.072
H 1.446 -6.524 0.652 0.095
H 1.105 -6.205 -1.036 0.073
H 2.905 -4.359 1.573 0.077
H 1.851 -2.943 1.733 0.029
H 1.373 -4.482 2.430 0.084
H 3.892 -3.379 0.105 0.109
H 6.023 -2.813 1.046 0.089
H 6.830 -2.058 -0.328 0.104
H 6.530 -1.118 1.125 0.095
H 5.394 0.586 -0.401 0.133
H 3.284 1.264 -1.453 0.132
H 3.068 -0.343 -3.555 0.125
H 3.169 0.896 -5.644 0.133
H 2.241 2.516 -7.160 0.092
H 0.517 2.189 -7.351 0.109
H 1.037 3.639 -6.509 0.104
H -0.715 2.480 -4.892 0.098
H -3.071 3.070 -2.019 0.082
H -0.222 3.975 -1.394 0.084
H -1.693 4.870 -1.034 0.098
H -1.387 3.335 -0.223 0.032
H -0.903 4.305 -3.780 0.078
H -2.413 3.630 -4.431 0.055
H -2.452 4.985 -3.322 0.097
H -3.425 0.009 -2.628 0.050
H -3.176 1.788 -5.102 0.074
H -4.496 0.712 -4.683 0.093
H -4.212 2.144 -3.706 0.078
H -1.615 -0.236 -5.066 0.082
H -1.496 -1.238 -3.620 0.031
H -2.954 -1.291 -4.608 0.094
Cl -2.676 -3.656 -1.917 0.546
C -4.125 -3.159 -1.042 -0.920
Cl -3.943 -1.522 -0.356 0.541
H -4.297 -3.837 -0.214 0.043
H -4.962 -3.129 -1.729 0.041
O 1.345 -0.357 1.655 -0.140
H 1.335 0.518 2.071 0.042
H 2.192 -0.398 1.189 0.044
C -3.342 2.958 3.444 -0.160
Si -3.134 1.752 2.039 0.373
C -3.977 2.489 0.536 -0.171
C -4.133 0.204 2.428 -0.219
N -1.466 1.418 1.560 -0.212
C -0.362 2.118 1.962 -0.441
C -0.173 2.582 3.288 -0.041
C 0.968 3.267 3.658 -0.072
C 1.977 3.529 2.736 -0.094
C 1.836 3.069 1.432 -0.098
C 0.703 2.369 1.057 -0.138
H -4.414 3.158 3.532 0.048
H -2.842 3.911 3.268 0.047
H -3.001 2.574 4.406 0.007
H -5.051 2.546 0.732 0.046
H -3.837 1.852 -0.343 0.005
H -3.626 3.493 0.298 0.031
H -4.638 0.332 3.392 0.039
H -3.569 -0.729 2.437 -0.057
H -4.927 0.089 1.690 0.007
H -0.923 2.359 4.034 0.080
H 1.077 3.595 4.684 0.110
H 2.860 4.081 3.028 0.103
H 2.610 3.270 0.701 0.102
H 0.599 2.032 0.029 0.061
C 1.420 -1.496 4.608 -0.012
N 0.126 -0.873 4.818 -0.051
C -1.013 -1.179 4.163 -0.692
Se -1.235 -2.326 2.723 0.605
N -2.005 -0.493 4.769 0.141
C -1.513 0.265 5.821 -0.188
C -2.126 1.116 6.729 -0.008
C -1.301 1.736 7.652 -0.060
C 0.079 1.504 7.673 -0.063
C 0.683 0.637 6.778 0.004
C -0.146 0.024 5.850 -0.164
H 1.546 -2.341 5.285 0.112
H 2.201 -0.762 4.794 0.098
H 1.475 -1.833 3.578 0.027
H -2.963 -0.563 4.472 0.123
H -3.195 1.274 6.732 0.121
H -1.736 2.402 8.384 0.114
H 0.687 2.005 8.413 0.112
H 1.745 0.440 6.819 0.115
```

***

[3]
Computed, not measured: a molecular structure, C21H39NOP2Ti in a non-equilibrium geometry, with ωB97M-V with the def2-TZVPD basis set.

Summary:
highest occupied orbital energy (spin up / spin down) = -6.242 / -6.242 eV
orbital gap (spin up / spin down) = 6.5 / 6.5 eV
E_LUMO (spin up / spin down) = 0.209 / 0.209 eV

```
65
Properties=species:S:1:pos:R:3:lowdin_charge:R:1
Ti 0.214 0.689 -0.088 0.667
P 1.043 2.709 1.426 0.790
P -0.581 -1.611 -1.871 0.836
N 1.099 1.601 -1.422 -0.183
H 1.488 -0.139 0.535 -0.007
C 2.428 2.457 2.580 -0.262
H 2.553 3.339 3.222 0.045
H 3.344 2.282 2.002 0.047
H 2.230 1.570 3.196 0.033
C -0.336 3.206 2.510 -0.269
H -0.031 3.999 3.204 0.045
H -0.701 2.331 3.063 0.021
H -1.155 3.562 1.873 0.052
C 1.438 4.246 0.535 -0.269
H 1.614 5.070 1.239 0.045
H 0.599 4.495 -0.125 0.046
H 2.323 4.088 -0.090 0.041
C 0.682 -2.904 -2.062 -0.186
H 0.428 -3.659 -2.813 0.061
H 0.895 -3.378 -1.098 0.042
H 1.606 -2.387 -2.360 0.064
C -2.371 -1.805 -2.167 -0.178
H -2.560 -2.511 -2.983 0.064
H -2.787 -0.825 -2.457 0.066
H -2.907 -2.111 -1.261 0.031
C -0.186 -0.513 -3.270 -0.216
H -0.392 -1.073 -4.199 0.075
H 0.863 -0.213 -3.272 0.043
H -0.799 0.396 -3.282 0.053
C 1.747 2.258 -2.374 -0.467
C 3.790 2.911 -3.576 -0.123
C 3.169 2.168 -2.581 -0.058
C 1.009 3.117 -3.260 -0.073
C 1.649 3.849 -4.246 -0.124
C 3.040 3.756 -4.413 -0.131
H 4.868 2.833 -3.712 0.093
H 3.731 1.495 -1.928 0.097
H -0.072 3.161 -3.112 0.093
H 1.051 4.492 -4.892 0.093
H 3.533 4.329 -5.198 0.086
C -1.059 -0.589 2.090 -0.606
O -1.067 0.642 1.372 -0.385
C 0.136 -0.810 3.026 -0.049
H -0.108 -1.686 3.639 0.061
H 0.234 0.054 3.697 0.081
H 1.092 -0.990 2.521 0.066
C -2.246 -0.465 3.052 -0.044
H -2.282 -1.315 3.758 0.077
H -3.182 -0.387 2.475 0.091
H -2.128 0.455 3.647 0.085
C -3.190 -3.125 1.668 -0.058
C -1.712 -3.139 1.306 -0.528
C -0.994 -3.878 2.446 -0.054
C -1.582 -4.106 0.128 -0.070
C -1.087 -1.739 1.010 -0.149
C -0.476 -1.361 -0.122 -0.321
H -3.511 -4.177 1.780 0.092
H -3.802 -2.644 0.883 0.091
H -3.415 -2.644 2.620 0.063
H -1.480 -4.859 2.608 0.090
H 0.058 -4.067 2.178 0.101
H -1.069 -3.358 3.408 0.069
H -2.238 -3.806 -0.696 0.062
H -0.561 -4.178 -0.235 0.056
H -1.882 -5.111 0.467 0.095
```